#i
Formula: C3H8NOP
Source: OMol25
Level of theory: ωB97M-V with the def2-TZVPD basis set

Last column: natural (NBO) charge in e.
CARTESIAN COORDINATES (ANGSTROEM)
C 2.2180 -1.0653 -0.0095  -0.63
C -2.7686 0.8309 -0.1026  -0.28
C 1.4616 0.3086 0.1889  -0.22
N 0.0680 0.2674 0.0610  -0.95
O -2.2846 -0.4737 -0.3021  -0.83
P -0.8518 -1.0058 -0.2614  1.30
H 1.8829 -1.5098 -0.8509  0.19
H 3.3210 -0.8166 -0.0847  0.21
H 2.0419 -1.7887 0.8359  0.21
H -2.1148 1.5155 0.5892  0.22
H -2.7791 1.3340 -1.1354  0.20
H -3.7821 0.5981 0.4486  0.20
H 1.8746 0.7878 1.1815  0.19
H 1.7131 1.0176 -0.5583  0.20

As for the net charge: 0. The frontier orbital gap comes out at 9.50 eV. The structure (SMILES) is CC/N=P/OC.

#ii
Formula: C3H8NOP
Source: OMol25
Level of theory: ωB97M-V with the def2-TZVPD basis set

Last column: natural (NBO) charge in e.
CARTESIAN COORDINATES (ANGSTROEM)
C -0.7370 0.4058 0.4041  -0.14
C 1.3006 -1.0395 0.2933  -0.62
C 0.6350 0.2787 0.8619  -0.06
N -1.2099 2.4425 0.5803  -0.46
O 1.4076 1.3646 0.5251  -0.71
P -2.0934 -0.5561 0.0318  0.37
H 0.5499 -1.3663 -0.5441  0.20
H 1.5243 -1.7510 1.0254  0.21
H 2.2492 -0.7039 -0.0535  0.24
H 0.5407 0.3110 1.9937  0.19
H -2.2252 2.5086 0.3036  0.28
H 0.7181 1.9628 0.0468  0.50
H -1.9454 -0.2120 -1.4351  0.02
H -1.4185 -1.7456 0.0812  -0.02

As for the net charge: 0. The frontier orbital gap (spin up / spin down) comes out at 7.51 / 9.52 eV.

Comparing the structures above, #i comes out on top by 139.5 kcal/mol.